Entry from OMol25: C6H9NOS in the gas phase at a distorted geometry (ωB97M-V/def2-TZVPD).

The geometry in XYZ format:
```
18
Properties=species:S:1:pos:R:3:forces:R:3
C -1.656 -2.702 1.806 -0.47 0.14 0.50
C -0.959 -1.665 1.306 0.34 -0.12 -0.25
C -0.978 -1.252 -0.138 -0.65 -0.08 -0.36
S 0.638 -0.853 -0.895 0.11 -0.14 0.26
C 0.899 0.827 -0.236 -0.42 -0.04 -0.57
C 0.217 1.942 -1.040 0.46 0.77 -0.16
C 1.667 2.401 -1.359 -0.43 1.09 -1.52
O 2.154 3.281 -2.031 -0.19 -0.71 0.79
N 2.170 1.406 -0.593 0.11 -1.03 0.61
H -2.465 -3.334 1.235 2.01 1.34 1.01
H -1.515 -2.883 2.905 -0.47 -0.10 -1.22
H -0.271 -0.984 1.871 -0.79 -1.17 0.15
H -1.622 -0.354 -0.229 0.20 -0.47 -0.27
H -1.380 -2.088 -0.751 0.08 0.74 0.22
H 0.712 0.837 0.800 -0.27 -0.06 1.36
H -0.319 2.761 -0.551 -0.04 -0.46 0.28
H -0.350 1.541 -1.857 -0.24 0.09 -0.60
H 3.058 1.118 -0.241 0.65 0.20 -0.21
```
Positions in Å, forces in eV/Å.

Calculated total energy in eV: -20739.2719
HOMO level in eV: -9.10
Energy above the lowest of the compared OMol25 structures with the same formula, charge and spin in kJ/mol: 37.4
Charge: 0
Kohn-Sham gap in eV: 9.90

Entry from OMol25: 2 unconnected molecules or ions with the total composition C6H9NS at a distorted geometry (ωB97M-V/def2-TZVPD).

The geometry in XYZ format:
```
17
Properties=species:S:1:pos:R:3:forces:R:3
C -1.195 -1.359 1.323 -0.31 0.42 3.39
C -1.195 -0.776 0.005 1.29 -1.12 -3.19
C -1.750 -1.478 -1.014 0.46 -1.02 -0.09
C -0.947 1.557 -0.412 -1.45 2.68 1.48
C -0.577 2.574 0.362 1.30 2.85 0.92
C 1.084 0.483 -0.155 0.20 -3.61 -0.13
H -2.470 -1.738 1.392 4.45 0.64 0.72
H -0.916 -0.248 2.204 -0.99 -3.97 -2.42
H -0.219 -2.218 1.306 -3.23 2.48 0.79
H -2.142 -2.587 -0.823 0.40 2.90 -0.26
H -1.634 -1.193 -2.084 -0.09 -0.14 1.01
H -1.867 1.701 -1.010 0.83 -0.83 0.07
H -0.986 3.621 0.256 0.17 -1.47 -0.03
H 0.358 2.581 1.071 -2.13 -0.39 -1.27
H 1.197 1.509 -0.246 1.49 1.59 -0.40
N -0.287 0.373 -0.221 0.16 -2.50 -0.70
S 2.385 -0.628 -0.073 -2.53 1.51 0.13
```
Positions in Å, forces in eV/Å.

Calculated total energy in eV: -18687.4626
HOMO level in eV: -8.48
Energy above the lowest of the compared OMol25 structures with the same formula, charge and spin in kJ/mol: 554.6
Charge: 0
Kohn-Sham gap in eV: 8.73